Molecular formula: C48H53AsBrCuFN3O6Sb
Method: DFT, wB97M-V/def2-TZVPD

Geometry as XYZ:
```
115
Properties=species:S:1:pos:R:3:mulliken_charge:R:1
Cu 0.684 0.646 -0.437 -0.30
Br 1.437 2.963 -0.437 -0.60
C -5.770 0.334 -0.653 -0.57
C -4.911 0.249 -1.750 -0.86
C -3.619 0.776 -1.671 0.19
C -3.173 1.395 -0.494 0.60
C -4.041 1.469 0.610 -0.15
C -5.334 0.942 0.527 -0.83
As -1.343 2.120 -0.437 0.19
C -1.623 3.420 0.841 0.16
C -1.486 3.214 2.217 -0.59
C -1.722 4.280 3.094 -0.47
C -2.087 5.539 2.593 -0.87
C -2.215 5.741 1.212 -0.65
C -1.976 4.668 0.338 0.32
C -2.047 4.694 -1.048 0.61
C -2.378 5.798 -1.849 -0.58
C -2.403 5.648 -3.243 -0.74
C -2.099 4.410 -3.827 -0.81
C -1.768 3.312 -3.022 -0.77
C -1.748 3.466 -1.633 0.05
H -6.770 -0.073 -0.715 0.39
H -5.246 -0.226 -2.663 0.37
H -2.964 0.698 -2.528 0.26
H -3.732 1.929 1.535 0.37
H -5.999 1.006 1.379 0.39
H -1.204 2.243 2.602 0.27
H -1.623 4.132 4.161 0.45
H -2.268 6.358 3.277 0.37
H -2.493 6.719 0.846 0.37
H -2.616 6.761 -1.418 0.36
H -2.658 6.492 -3.871 0.38
H -2.119 4.302 -4.904 0.39
H -1.531 2.360 -3.476 0.44
C 4.333 -1.700 1.284 -1.23
C 4.694 -1.104 -0.076 1.09
C 6.208 -0.889 -0.155 -1.45
Sb 3.389 0.646 -0.437 -0.22
C 3.774 1.196 -2.529 0.45
C 3.006 0.208 -3.410 -1.20
C 5.235 1.247 -2.960 -1.46
C 4.148 2.334 0.754 0.24
C 3.595 2.199 2.174 -0.58
C 5.660 2.518 0.794 -1.47
H 4.889 -2.648 1.452 0.26
H 3.247 -1.921 1.323 0.03
H 4.585 -0.988 2.097 0.25
H 4.411 -1.839 -0.860 0.28
H 6.573 -0.249 0.662 0.20
H 6.518 -0.453 -1.115 0.21
H 6.727 -1.867 -0.053 0.41
H 3.329 2.205 -2.669 0.44
H 3.401 -0.821 -3.269 0.16
H 3.094 0.487 -4.481 0.50
H 1.931 0.215 -3.135 -0.04
H 5.682 0.236 -2.938 0.23
H 5.810 1.941 -2.323 0.21
H 5.302 1.608 -4.008 0.44
H 3.695 3.242 0.298 0.49
H 3.992 1.285 2.662 0.16
H 2.486 2.129 2.140 -0.43
H 3.870 3.084 2.786 0.47
H 6.140 1.691 1.343 0.23
H 5.906 3.452 1.341 0.44
H 6.077 2.597 -0.226 0.22
C -4.555 -3.284 0.555 -1.81
C -3.962 -3.385 -0.827 1.15
C -4.798 -3.098 -1.919 -1.00
C -4.302 -3.116 -3.214 -0.65
C -2.960 -3.410 -3.425 -0.32
C -2.085 -3.718 -2.362 0.30
N -0.714 -3.828 -2.761 -0.40
C 0.403 -4.264 -1.994 -0.82
C 0.642 -5.638 -1.845 -0.26
C 1.702 -6.096 -1.061 -0.62
C 2.525 -5.184 -0.403 -1.17
C 2.290 -3.815 -0.533 -0.45
C 1.236 -3.337 -1.332 0.61
C 0.987 -1.854 -1.447 0.13
O 0.497 -1.445 -2.549 -1.07
O 1.264 -1.137 -0.437 2.70
C -2.595 -3.726 -1.040 0.71
C -1.719 -4.017 0.153 -1.08
H -5.580 -2.899 0.527 0.33
H -3.973 -2.591 1.171 0.24
H -4.586 -4.270 1.028 0.40
H -5.839 -2.830 -1.760 0.28
H -4.941 -2.866 -4.054 0.41
H -2.562 -3.370 -4.437 0.41
H -0.458 -2.845 -3.022 0.42
H -0.010 -6.346 -2.348 0.43
H 1.879 -7.162 -0.959 0.35
H 3.346 -5.532 0.216 0.44
H 2.920 -3.097 -0.010 0.41
H -1.192 -4.964 0.024 0.32
H -2.284 -4.147 1.079 0.48
H -1.020 -3.196 0.326 -0.06
F -2.976 -2.636 3.964 -0.40
C -2.194 -1.576 4.240 0.61
C -0.935 -1.479 3.819 -0.07
N -0.148 -0.384 4.127 0.34
C 1.213 -0.323 3.552 -1.73
C 1.260 -0.323 2.008 0.98
O 1.841 -1.326 1.498 -0.66
O 0.684 0.646 1.437 0.53
C -0.628 0.681 4.878 0.45
O 0.026 1.657 5.240 -0.69
N -1.940 0.573 5.278 0.04
C -2.775 -0.489 5.050 0.18
O -3.915 -0.535 5.503 -0.71
H -0.486 -2.257 3.207 0.40
H 1.771 -1.180 3.948 0.13
H 1.728 0.580 3.899 0.36
H -2.295 1.336 5.829 0.25
H -0.655 -0.327 -0.437 -0.32
```

## Properties
LUMO (alpha / beta), eV: 4.3 / 4.3
2S+1: 2
Gap between HOMO and LUMO (alpha / beta), eV: 5.234 / 5.143
Strongest force on any atom, Eh/bohr: 0.1210
Net charge: -2